Formula: C15H26AuClO2P2
Source: the OMol25 dataset
Level of theory: ωB97M-V/def2-TZVPD

```
! wB97M-V def2-TZVPD RIJCOSX def2/J DEFGRID3
* xyz 2 3
C -0.76 3.81 -1.18
C -0.81 2.35 -1.65
H -1.08 4.57 -1.91
H 0.28 4.05 -0.91
H -1.44 3.92 -0.32
O -1.18 2.02 -2.75
Cl 0.77 0.96 2.17
Au -0.09 0.64 -0.11
P 2.19 0.65 -0.96
C 2.66 -0.59 -2.20
C 2.43 2.20 -1.84
H 3.41 2.17 -2.33
H 4.44 0.67 -0.06
H 2.41 3.02 -1.11
H 3.25 1.51 1.00
H 1.97 -0.57 -3.05
H 1.65 2.35 -2.59
C 3.43 0.64 0.36
H 3.67 -0.35 -2.56
H 3.34 -0.23 1.01
H 2.68 -1.61 -1.81
P -2.33 0.25 0.77
C -3.35 -1.12 0.12
C -2.40 0.20 2.58
H -2.86 2.58 0.78
H -4.33 1.57 0.59
H -3.24 1.84 -0.81
C -3.29 1.70 0.28
H -1.96 1.13 2.96
H -3.42 0.08 2.93
H -4.35 -1.07 0.57
H -2.93 -2.11 0.35
H -1.79 -0.60 2.99
H -3.43 -1.04 -0.97
C -0.65 -0.38 -1.76
O -0.94 -0.95 -2.72
C 0.98 -4.22 1.68
C -0.27 -3.64 1.88
C -0.55 -2.35 1.42
C 0.37 -1.64 0.70
C 1.63 -2.17 0.53
C 1.93 -3.47 0.99
H 1.20 -5.22 2.03
H -1.04 -4.16 2.42
H -1.53 -1.94 1.65
H 2.43 -1.62 0.06
H 2.93 -3.85 0.82
*
```

expectation value of S²: 2.037
Kohn-Sham gap (alpha / beta): 5.9 / 6.1 eV
LUMO (alpha / beta): -8.61 / -9.39 eV
relative energy (zero: lowest compared OMol25 entry of this formula, charge and spin): 2.4 kJ/mol

Formally, the Löwdin partial charges of the atoms, in units of the elementary charge, are as follows: C -0.006; C -0.324; H 0.115; H 0.084; H 0.082; O 0.120; Cl 0.107; Au 0.630; P 0.773; C -0.199; C -0.227; H 0.079; H 0.083; H 0.063; H 0.035; H 0.063; H 0.053; C -0.248; H 0.082; H 0.040; H 0.053; P 0.778; C -0.196; C -0.244; H 0.057; H 0.080; H 0.054; C -0.231; H 0.038; H 0.082; H 0.084; H 0.053; H 0.042; H 0.064; C -0.193; O 0.219; C -0.031; C -0.029; C -0.154; C -0.182; C -0.145; C -0.029; H 0.128; H 0.120; H 0.030; H 0.026; H 0.124